1.
{"formula": "C32H74B2F8N7O5", "method": "the ωB97M-V functional and the def2-TZVPD basis", "elements": ["C", "N", "C", "C", "C", "C", "C", "C", "C", "C", "N", "C", "C", "C", "H", "H", "H", "H", "H", "H", "H", "H", "H", "H", "H", "H", "H", "H", "C", "C", "C", "O", "C", "N", "H", "H", "H", "H", "H", "H", "H", "H", "H", "H", "H", "H", "C", "C", "C", "O", "C", "N", "H", "H", "H", "H", "H", "H", "H", "H", "H", "H", "H", "H", "C", "C", "C", "O", "C", "N", "H", "H", "H", "H", "H", "H", "H", "H", "H", "H", "H", "H", "C", "C", "C", "O", "C", "N", "H", "H", "H", "H", "H", "H", "H", "H", "H", "H", "H", "H", "C", "C", "C", "O", "C", "N", "H", "H", "H", "H", "H", "H", "H", "H", "H", "H", "H", "H", "B", "F", "F", "F", "F", "B", "F", "F", "F", "F"], "xyz": [[1.611896, -3.689610, 0.978460], [1.635709, -4.832112, 1.932633], [1.466718, -4.525641, 3.220972], [1.143016, -5.526641, 4.132617], [0.940866, -6.828436, 3.718564], [1.070207, -7.080457, 2.356428], [1.345291, -6.079748, 1.454639], [0.638138, -7.930928, 4.678628], [-0.308987, -7.688177, 5.694022], [-0.725962, -8.712102, 6.491001], [-0.187643, -9.940071, 6.377772], [0.546407, -10.276401, 5.297381], [1.057073, -9.236955, 4.519899], [-0.669319, -10.908771, 7.357266], [0.851929, -2.991571, 1.328563], [1.254078, -4.086305, 0.031953], [2.588036, -3.221612, 0.890974], [1.577619, -3.501329, 3.544463], [1.120121, -5.308851, 5.191127], [0.999549, -8.087736, 1.967097], [1.346797, -6.149093, 0.378854], [-0.822210, -6.741631, 5.801988], [-1.549888, -8.592331, 7.180273], [0.797894, -11.325472, 5.241316], [1.736289, -9.467794, 3.709785], [-1.746272, -11.013235, 7.230377], [-0.437048, -10.536108, 8.354565], [-0.260772, -11.917733, 7.381595], [-2.163795, 6.234984, 0.399399], [-1.294040, 5.835899, -0.774646], [-1.602647, 4.440283, -1.368202], [-2.861851, 4.537732, -1.986675], [-3.219992, 3.333078, -2.594374], [-1.473658, 6.911183, -1.830318], [-2.306985, 6.803237, -2.412655], [-1.343275, 7.866402, -1.493099], [-0.693899, 6.829103, -2.488155], [-3.206904, 6.110068, 0.088189], [-2.059036, 7.252334, 0.770893], [-2.153601, 5.526864, 1.228034], [-0.226834, 5.802812, -0.550486], [-1.621022, 3.733537, -0.535399], [-0.838738, 4.156423, -2.099829], [-2.455284, 2.961012, -3.283665], [-4.183092, 3.356709, -3.107593], [-3.449458, 2.552295, -1.856820], [-3.347093, -2.401062, -6.214849], [-3.638262, -1.877927, -4.797011], [-2.383515, -1.627254, -3.952197], [-2.735465, -1.840642, -2.613120], [-2.319430, -0.823189, -1.692270], [-4.419635, -0.563938, -4.973379], [-3.893747, 0.113045, -5.527013], [-5.314982, -0.655253, -5.456360], [-4.558818, -0.108010, -4.070305], [-2.657119, -1.747191, -6.752850], [-4.258847, -2.543708, -6.792455], [-2.850880, -3.362171, -6.086803], [-4.387116, -2.555643, -4.392994], [-1.852365, -0.703141, -4.204591], [-1.681100, -2.412732, -4.251394], [-1.282178, -0.956106, -1.382217], [-2.878698, -0.865277, -0.758267], [-2.537035, 0.154566, -2.129317], [-3.898525, 0.326100, 2.356994], [-3.170303, 1.453237, 3.104649], [-3.839444, 1.893666, 4.358907], [-3.871038, 0.871644, 5.322779], [-4.174298, 1.314352, 6.662777], [-1.780055, 0.916176, 3.373419], [-1.129194, 1.458022, 3.936972], [-1.823942, -0.053002, 3.714218], [-1.285774, 0.836141, 2.470826], [-3.332774, -0.158585, 1.555598], [-4.671466, 0.759000, 1.718762], [-4.214826, -0.475789, 3.019853], [-3.064622, 2.341174, 2.481517], [-4.833537, 2.280783, 4.096069], [-3.380061, 2.788196, 4.801634], [-3.783666, 2.309989, 6.888968], [-3.611697, 0.670255, 7.334963], [-5.250891, 1.266307, 6.806184], [3.614717, 4.311659, -1.012413], [4.190172, 3.326916, -0.000354], [5.539261, 3.682977, 0.583932], [5.806937, 2.885079, 1.698937], [6.550874, 3.504363, 2.737472], [3.191615, 3.218561, 1.181533], [3.618661, 2.586211, 1.866818], [3.071679, 4.096704, 1.687694], [2.233729, 2.835562, 1.111606], [3.601816, 5.306004, -0.557102], [2.626622, 4.138861, -1.436868], [4.300467, 4.370489, -1.859786], [4.115877, 2.341468, -0.461631], [5.536169, 4.740605, 0.868969], [6.194990, 3.549779, -0.284209], [6.389587, 2.854959, 3.600249], [6.114159, 4.459774, 3.035778], [7.629457, 3.507881, 2.587956], [3.876853, 4.052209, -8.933178], [3.782647, 2.942353, -7.906632], [3.288691, 3.431113, -6.564677], [3.385106, 2.382579, -5.595076], [3.209908, 2.812850, -4.250141], [2.930986, 1.793377, -8.423079], [2.548233, 1.301176, -7.611705], [2.073249, 2.152546, -8.855554], [3.285423, 1.136795, -9.119838], [4.474495, 3.593779, -9.726932], [4.409863, 4.956442, -8.654051], [2.911753, 4.302377, -9.375874], [4.711874, 2.407294, -7.704544], [2.258744, 3.819403, -6.550376], [3.810625, 4.336794, -6.244478], [3.821529, 2.294635, -3.511215], [2.220022, 2.512322, -3.881344], [3.281021, 3.895671, -4.145134], [-1.122903, -2.196107, 4.152414], [-0.493562, -1.115454, 4.793905], [-2.512398, -2.017333, 4.247143], [-0.770415, -2.134240, 2.779516], [-0.703667, -3.366448, 4.799806], [-0.156016, 1.360832, 0.028562], [0.537566, 0.231235, 0.455193], [0.471361, 2.465928, 0.665885], [-0.153366, 1.552990, -1.340700], [-1.457416, 1.307865, 0.618019]], "forces_ev_per_angstrom": [[-0.2, -0.2, -0.1], [-1.8, 0.3, -0.5], [0.2, -0.9, 0.8], [0.3, 0.2, 0.5], [0.8, -0.1, -0.1], [0.2, -0.7, -0.9], [0.5, 0.8, 1.1], [-1.2, 0.4, 0.6], [0.0, 0.2, -0.6], [0.2, 0.2, 0.1], [-0.6, -0.5, -1.0], [0.8, 1.1, 1.4], [0.0, -0.8, -0.9], [-0.6, -0.8, 1.2], [0.2, 0.1, 0.1], [0.3, 0.1, -0.1], [0.0, -0.1, 0.0], [0.1, 0.0, -0.2], [-0.2, 0.4, -0.1], [-0.3, 0.0, 0.0], [0.1, -0.4, 0.0], [0.2, 0.1, -0.1], [0.3, 0.0, 0.3], [0.2, 0.1, -0.3], [0.0, -0.2, 0.1], [0.0, 0.1, 0.1], [-0.2, 0.3, -0.1], [0.5, 0.2, -0.9], [-1.3, -0.7, 0.0], [0.0, -0.4, 0.5], [-0.4, 1.2, 0.3], [-0.1, 0.3, -0.3], [-0.9, -1.5, 0.0], [1.5, -0.3, -1.0], [-0.5, 0.0, 0.5], [-0.6, 0.0, 0.4], [-0.1, -0.2, -0.2], [0.0, 0.4, -0.2], [0.4, 0.0, 0.0], [0.7, 0.1, 0.0], [0.0, 0.4, 0.2], [0.2, -0.1, -0.1], [0.1, -0.2, 0.1], [0.1, 0.1, 0.0], [0.2, 1.0, -0.2], [0.6, 0.0, 0.3], [0.4, 0.2, 0.6], [-0.3, 0.3, -1.9], [-0.5, -1.6, -0.2], [-0.1, 0.8, 0.6], [-0.1, -0.1, 0.1], [0.4, 0.6, 0.3], [0.2, -0.1, -0.2], [-0.2, -0.3, 0.2], [-0.3, -0.2, 0.1], [-0.1, 0.0, -0.1], [0.0, 0.0, 0.0], [-0.1, -0.1, -0.2], [0.4, 0.0, 0.8], [-0.4, 0.4, 0.3], [0.0, 0.0, 0.0], [0.2, 0.3, -0.4], [-0.4, -0.4, -0.3], [0.5, 0.2, 0.1], [0.0, 0.2, -0.9], [0.5, -0.8, -0.6], [-0.7, 0.6, 1.4], [0.3, 0.3, -0.2], [0.4, -0.2, -0.4], [0.5, -0.2, -1.1], [-0.5, 0.0, 0.6], [-0.1, 0.2, 0.7], [-0.4, 0.0, 0.0], [0.8, 0.1, 0.4], [-0.6, 0.0, 0.8], [-0.4, 0.3, 0.1], [0.2, -0.1, -0.2], [-0.2, -0.4, -0.1], [0.5, 0.0, -0.2], [-0.2, 0.2, -0.4], [-0.4, -0.4, 0.0], [0.0, 0.0, 0.3], [0.9, 0.9, 0.1], [-2.7, -0.5, 0.0], [-0.2, 0.3, -0.5], [-0.3, -0.2, -0.7], [-0.2, -0.7, 1.3], [0.2, -0.4, 1.2], [0.5, 0.1, 0.0], [0.3, 0.2, -0.2], [-0.1, 0.0, -1.3], [0.0, 0.1, -0.1], [-0.1, -0.6, 0.4], [0.1, 0.1, 0.1], [0.5, -0.2, 0.3], [0.1, 0.1, -0.1], [0.6, 0.0, 0.4], [0.1, 0.0, 0.0], [0.3, 0.3, -0.4], [-0.1, 0.4, -0.5], [0.5, -1.2, -1.2], [0.7, 0.2, 0.8], [-1.0, 0.0, 1.2], [0.5, 0.2, -0.2], [-1.2, -0.3, 0.4], [-2.1, 0.6, 0.3], [0.6, -0.5, 0.1], [0.1, 0.3, -0.2], [0.8, 0.1, 0.2], [-0.1, 0.5, -0.3], [-0.1, -0.1, 0.5], [-0.1, 0.1, 0.2], [0.4, 0.5, -0.1], [-0.3, -0.3, -0.6], [0.8, -0.3, -0.2], [0.8, 0.1, -0.7], [-0.3, 0.3, -0.4], [0.3, 0.0, 0.0], [-0.5, 0.1, 0.7], [0.2, 0.4, -0.1], [0.3, 0.0, -0.2], [0.3, -0.4, -0.1], [0.0, -0.2, -0.6], [0.0, -0.5, 1.2], [0.0, -0.2, -0.5], [0.6, 1.0, 0.1], [-0.2, -0.1, 0.0], [0.0, 0.1, -0.9]], "lowdin_charge": [0.04, -0.06, 0.03, 0.06, -0.11, 0.04, 0.03, -0.11, 0.06, 0.01, -0.07, 0.07, 0.05, 0.03, 0.09, 0.10, 0.11, 0.16, 0.14, 0.14, 0.14, 0.14, 0.16, 0.16, 0.14, 0.12, 0.12, 0.12, -0.02, -0.29, -0.18, -0.17, -0.11, 0.23, 0.18, 0.18, 0.17, 0.10, 0.10, 0.10, 0.15, 0.13, 0.13, 0.09, 0.10, 0.09, -0.03, -0.27, -0.20, -0.16, -0.06, 0.22, 0.16, 0.18, 0.17, 0.09, 0.10, 0.10, 0.16, 0.14, 0.14, 0.09, 0.09, 0.07, -0.02, -0.29, -0.23, -0.17, -0.05, 0.23, 0.18, 0.11, 0.13, 0.06, 0.09, 0.10, 0.14, 0.15, 0.13, 0.09, 0.10, 0.10, -0.04, -0.28, -0.19, -0.18, -0.06, 0.22, 0.16, 0.17, 0.13, 0.09, 0.07, 0.09, 0.16, 0.14, 0.15, 0.10, 0.10, 0.11, -0.01, -0.30, -0.19, -0.18, -0.10, 0.24, 0.16, 0.17, 0.19, 0.10, 0.11, 0.10, 0.17, 0.14, 0.14, 0.09, 0.09, 0.08, -1.25, 0.10, 0.12, 0.08, 0.12, -1.28, 0.13, 0.07, 0.13, 0.08], "gap_ha": 0.259, "total_charge": 5, "lumo_ev": -10.23, "multiplicity": 1}

***

2.
{"formula": "C31H23GeN3O6Pt", "method": "the ωB97M-V functional and the def2-TZVPD basis", "elements": ["Pt", "O", "C", "O", "C", "C", "C", "C", "C", "N", "C", "O", "O", "H", "H", "H", "O", "N", "N", "O", "C", "C", "C", "C", "C", "C", "H", "H", "H", "H", "H", "C", "C", "C", "C", "C", "C", "Ge", "C", "C", "C", "C", "C", "C", "C", "C", "C", "C", "C", "C", "H", "H", "H", "H", "H", "H", "H", "H", "H", "H", "H", "H", "H", "H", "H"], "xyz": [[0.464891, 2.457148, 0.707120], [2.663091, -0.346252, 3.133120], [2.208891, 0.531048, 2.436520], [0.979791, 0.660748, 2.091020], [3.146291, 1.572748, 1.826720], [4.527291, 1.451148, 1.877320], [5.300591, 2.398148, 1.219920], [4.672391, 3.451348, 0.564920], [3.289291, 3.495948, 0.583120], [2.552091, 2.573348, 1.181720], [2.475091, 4.623448, -0.140180], [3.113391, 5.549648, -0.573880], [1.240891, 4.392748, -0.170480], [4.965791, 0.623848, 2.416320], [6.376891, 2.312148, 1.208120], [5.221091, 4.231748, 0.058620], [0.105691, 1.682448, -1.418180], [-1.111709, 1.816548, -1.756180], [-1.967309, 2.165048, -0.895080], [-1.689009, 2.432948, 0.347120], [-3.318309, 2.168548, -1.297880], [-3.617209, 2.187348, -2.657680], [-4.935809, 2.082848, -3.053880], [-5.942509, 1.969148, -2.104480], [-5.635509, 1.987248, -0.751980], [-4.320109, 2.093948, -0.337280], [-2.820809, 2.297048, -3.375780], [-5.180209, 2.105448, -4.104080], [-6.969009, 1.871848, -2.422380], [-6.422309, 1.908648, -0.019280], [-4.059409, 2.110948, 0.709920], [-2.762209, -2.057452, 3.792420], [-3.249609, -1.316252, 2.730020], [-2.435209, -1.055152, 1.640220], [-1.131109, -1.519352, 1.637020], [-0.641309, -2.272152, 2.687020], [-1.464109, -2.532252, 3.772120], [0.152791, -0.721052, 0.217820], [2.090891, -1.366452, 0.109720], [2.901691, -0.690852, -0.793680], [4.263691, -0.936452, -0.825380], [4.823391, -1.839452, 0.066620], [4.020491, -2.494352, 0.983920], [2.653891, -2.269752, 0.999920], [-0.702109, -2.002352, -1.370480], [-1.162809, -1.386152, -2.506180], [-1.587309, -2.189152, -3.563180], [-1.539109, -3.564952, -3.448680], [-1.071709, -4.154052, -2.288080], [-0.652809, -3.364452, -1.220580], [-3.405409, -2.292452, 4.627020], [-4.265409, -0.954352, 2.740020], [-2.826309, -0.498752, 0.797720], [0.368191, -2.647752, 2.693920], [-1.077309, -3.111452, 4.596520], [2.463891, 0.037248, -1.468380], [4.888091, -0.422052, -1.540980], [5.885891, -2.031552, 0.050120], [4.450891, -3.174452, 1.705220], [2.052991, -2.780252, 1.734820], [-1.184609, -0.311652, -2.612380], [-1.955209, -1.717052, -4.462880], [-1.883109, -4.180152, -4.269180], [-1.031309, -5.227852, -2.191280], [-0.302909, -3.814352, -0.303780]], "forces_ev_per_angstrom": [[3.3, 1.0, 0.5], [-0.6, 0.4, -0.1], [2.7, 0.2, 0.1], [-3.3, 0.8, -1.4], [-0.2, -1.0, 0.6], [-0.4, 0.2, 0.0], [-0.2, 0.1, -0.1], [-0.1, -0.3, 0.4], [-0.5, 1.4, -1.0], [-1.4, -0.6, -0.8], [3.7, -1.1, 0.9], [-0.8, 0.1, -0.2], [-4.2, -1.2, 0.0], [-0.1, -0.1, 0.0], [0.1, 0.0, 0.0], [-0.1, 0.1, -0.1], [0.7, 0.0, 1.5], [-1.1, 0.1, -0.3], [1.6, -0.4, -0.9], [2.0, 0.0, 1.1], [-1.5, 0.0, -0.4], [0.1, 0.0, 0.1], [0.0, 0.1, 0.1], [0.0, 0.0, 0.0], [0.0, 0.0, -0.2], [0.4, 0.0, 0.1], [0.0, 0.0, -0.1], [0.0, 0.0, -0.1], [-0.1, 0.0, 0.0], [-0.1, 0.0, 0.1], [0.0, 0.0, 0.1], [-0.2, 0.0, 0.1], [-0.2, -0.2, -0.2], [-0.2, 0.2, 0.0], [1.6, 1.7, -1.0], [0.0, 0.1, 0.6], [0.2, -0.4, -0.2], [-0.3, -5.3, 0.2], [-1.2, 1.3, 0.3], [-0.1, 0.2, -0.2], [0.1, 0.0, -0.1], [0.0, 0.1, 0.0], [-0.1, -0.2, -0.1], [-0.2, -0.1, 0.2], [0.5, 3.0, 0.4], [-0.2, -0.3, -0.8], [-0.1, 0.4, 0.1], [-0.1, -0.1, -0.2], [0.1, 0.1, 0.3], [0.2, -0.2, 0.4], [0.0, 0.1, 0.1], [-0.1, 0.0, 0.0], [0.0, 0.1, 0.0], [0.1, 0.1, 0.1], [0.0, -0.1, 0.1], [0.1, 0.0, -0.1], [0.0, 0.0, -0.1], [0.1, 0.0, 0.0], [0.0, -0.1, 0.0], [0.0, 0.0, 0.0], [0.0, -0.1, 0.0], [0.0, -0.1, -0.1], [0.1, 0.0, 0.0], [0.0, -0.1, 0.0], [0.1, -0.1, 0.1]], "mulliken_spin": [0.54, 0.00, 0.00, -0.01, 0.01, 0.00, 0.01, 0.00, 0.01, -0.01, 0.00, 0.01, 0.07, 0.00, 0.00, 0.00, 0.30, 0.09, -0.02, 0.01, 0.00, 0.00, 0.00, 0.00, 0.00, -0.01, 0.00, 0.00, 0.00, 0.00, 0.00, 0.00, 0.00, 0.00, 0.00, 0.00, 0.00, 0.01, 0.01, -0.01, 0.00, 0.00, 0.00, 0.00, 0.00, 0.00, 0.00, 0.00, 0.00, 0.00, 0.00, 0.00, 0.00, 0.00, 0.00, 0.00, 0.00, 0.00, 0.00, 0.00, 0.00, 0.00, 0.00, 0.00, 0.00], "gap_ha": [0.210, 0.200], "total_charge": 1, "lumo_ev": [-6.14, -6.41], "multiplicity": 2, "s2": 0.7658}